[1]
Molecular formula: C36H59B2F4N5O8S2Si2Te2Tl
Method: DFT, wB97M-V/def2-TZVPD

The geometry in ORCA input format:
```
! wB97M-V def2-TZVPD RIJCOSX def2/J DEFGRID3
* xyz -2 2
N 0.98 -2.96 2.21
C 8.63 -2.37 0.80
B -3.19 -1.34 0.13
C -3.61 3.00 0.41
O -3.54 -1.82 1.46
H 5.25 0.70 -1.57
O 0.15 -2.94 5.15
N 0.71 2.02 0.28
H -5.06 2.66 -2.47
C 4.31 1.25 -1.73
C -2.86 -0.53 -3.49
C 5.21 -2.31 -0.87
H -1.86 -0.68 -3.91
H -5.08 -2.12 3.11
H 4.59 -2.15 -2.94
Tl -0.14 -0.23 2.85
H 8.78 -2.80 1.80
C -4.45 -2.11 3.99
H -3.96 5.19 -1.85
S -1.38 2.92 3.08
C 3.40 0.52 -2.68
C -3.01 -2.11 3.60
H -1.06 -4.88 -0.58
H -0.95 -5.44 1.88
H -1.90 -3.43 -1.20
F -3.88 -2.15 -0.79
H -2.29 5.45 -1.33
C 7.18 -2.10 0.54
C 6.56 -2.56 -0.61
H 3.28 1.55 -6.57
H -4.04 2.79 -0.57
H -2.94 6.83 1.77
N -2.57 -1.89 2.42
C -2.38 -2.43 6.09
H 9.04 -3.07 0.07
O -4.04 2.45 4.11
C -1.74 1.75 -1.72
S -2.89 1.64 3.73
C 0.65 -2.13 -2.78
H -3.59 -0.78 -4.26
C 2.51 -0.48 -2.26
H 4.98 0.06 3.03
H 2.50 3.90 0.33
H 1.63 0.96 -6.78
H -2.99 -3.31 6.32
F 1.90 -1.53 4.37
H -5.47 1.18 -3.35
C -5.52 5.17 1.01
Te 2.42 -1.12 -0.26
H 9.22 -1.45 0.75
C 4.47 -1.55 0.04
F 2.36 -3.55 5.42
H 0.10 -2.49 -3.65
H 0.66 -5.48 2.62
C 2.58 0.30 -4.96
C 0.26 -3.72 1.49
H 3.70 0.44 1.87
H -0.08 -1.77 -2.06
C -2.70 5.77 1.89
H -2.94 5.44 2.90
C -0.67 -3.08 0.50
H 1.28 5.20 0.40
Si -3.05 1.25 -2.97
H 1.16 -2.98 -2.31
H 3.58 -3.20 -1.97
O 1.64 -3.60 3.23
H -1.49 -2.47 6.72
H -2.47 -4.22 0.25
H -4.66 -1.19 4.55
O -2.36 0.79 4.79
C 3.43 0.88 -4.03
O -0.78 3.68 0.07
H -2.99 -1.22 -2.66
B 1.52 -2.89 4.53
H -1.64 2.20 -4.80
H 3.61 -1.03 2.82
H -0.90 1.07 -1.87
H -6.17 4.89 0.18
H -5.15 1.10 -1.61
O -1.74 -1.22 -0.22
H -4.22 2.51 1.17
O -3.14 0.84 2.51
C -1.98 -2.39 4.65
H 0.46 -5.78 0.88
H 1.70 4.46 -1.15
H -1.39 2.75 -2.00
C -2.69 2.30 -4.50
F -3.68 0.00 -0.10
H -4.70 -2.95 4.64
Si -3.71 4.86 0.61
H -2.88 3.36 -4.30
H -3.50 6.71 -1.06
H -3.31 2.00 -5.34
H 5.19 -3.75 -2.46
C 4.30 -0.36 2.29
H -2.96 -1.54 6.33
H 2.99 -0.13 -7.04
C -3.33 5.63 -1.07
H 1.00 -1.13 -5.22
H -1.63 5.62 1.75
N -0.70 -1.81 0.50
C 5.07 -1.10 1.23
H 7.13 -3.14 -1.33
C 2.62 0.69 -6.41
Te -1.85 1.87 0.46
C 4.61 -2.88 -2.13
C 6.41 -1.39 1.45
C -4.85 1.59 -2.54
C 0.47 3.26 0.11
N -0.79 -2.59 4.22
H -5.69 6.23 1.24
H -5.80 4.59 1.89
H 4.56 2.24 -2.13
C 1.56 4.27 -0.08
C 1.64 -1.07 -3.19
H 3.85 1.37 -0.75
H 4.11 1.66 -4.35
C 0.10 -5.20 1.74
C 1.69 -0.67 -4.51
H 6.87 -1.04 2.38
C -1.57 -3.96 -0.31
*
```

Values from the calculation:
E	-131057.4990	eV
energy relative to the best compared isomer or geometry (same formula, charge and spin)	58.3	kJ/mol
highest occupied orbital energy (alpha / beta)	-0.105 / -0.105	Ha


[2]
Molecular formula: C36H59N5O7PS3
Method: DFT, wB97M-V/def2-TZVPD

The geometry in ORCA input format:
```
! wB97M-V def2-TZVPD RIJCOSX def2/J DEFGRID3
* xyz -1 1
H -2.32 -0.70 -7.95
H 2.69 0.99 6.31
C 3.84 -2.74 6.33
H -5.61 0.62 1.13
C -0.61 3.16 -1.98
C -6.05 -0.75 -3.14
H 2.65 -1.31 -1.95
C -2.80 4.02 -0.93
O -4.84 -1.26 0.83
H 4.81 0.28 -3.36
H -0.43 2.00 -8.08
H -4.81 -2.68 -2.21
N -1.12 1.35 -7.72
C 4.16 -3.18 -1.20
C -2.99 2.40 0.99
H -4.19 0.53 0.09
C -6.01 0.02 -0.88
H -4.00 1.00 -3.01
H -1.43 1.73 -6.83
H -2.71 -0.68 -5.83
N 1.36 1.14 2.05
H -3.46 1.58 -5.94
C -4.62 -1.86 -1.52
H -2.40 3.69 -2.99
H -6.95 -0.50 -0.68
H 3.28 -3.63 -1.65
O -1.38 -0.32 -2.41
H 5.12 -3.31 8.04
C -5.07 -2.27 -0.15
C -2.14 3.20 -2.05
H 1.16 0.33 -0.93
H 2.66 -4.31 5.40
C -2.47 -0.12 -4.95
C 0.71 0.59 -2.97
O 2.93 0.94 -3.77
H -4.53 -3.15 0.19
H 3.57 1.24 4.05
H -2.66 5.08 -1.13
H 1.74 -2.59 6.77
C -2.37 3.71 0.51
H 2.72 -2.86 8.18
C 5.15 -2.68 7.14
H -6.27 1.05 -1.13
H 1.94 1.70 -1.66
O 2.24 -0.57 -5.93
H -2.77 4.49 1.16
C -0.06 2.09 -1.04
H -1.29 3.72 0.62
H -0.21 3.05 -2.99
S -7.32 -1.76 -3.28
H 5.31 -2.33 -2.83
C 3.24 0.04 6.39
H -2.45 2.02 -4.59
C 1.00 1.16 -1.62
O -1.52 -1.21 -7.73
H -2.56 2.20 -2.09
C 4.01 0.24 4.06
O 0.05 2.78 2.73
N 4.01 -1.89 5.15
C 1.66 0.50 -3.91
H 3.85 -2.80 -0.22
H 1.81 -1.32 3.53
S -2.39 1.70 2.57
H -3.88 3.85 -0.97
H 4.40 -4.60 5.36
H -4.05 2.56 1.15
C -0.66 1.68 2.40
N -5.26 -0.60 -1.97
H 2.17 3.02 2.66
N 0.08 0.69 2.00
H -0.27 4.13 -1.64
H 3.19 -1.78 -3.57
C 1.36 -0.10 -5.24
C 4.66 -2.00 -2.02
C 1.34 2.36 2.49
C 3.48 -1.26 -2.66
C -5.13 0.04 0.34
C 2.64 -0.79 7.53
C 1.81 -0.85 4.51
H 5.05 0.32 4.38
C -4.34 1.31 -3.99
C 3.83 0.18 -2.91
P -0.28 -0.15 -7.52
H 3.16 -0.57 8.46
H -4.75 2.31 -3.90
H 4.93 -3.92 -1.01
H 0.45 2.60 -0.24
S -5.61 0.15 -4.54
H 4.27 0.32 6.64
H -6.13 -2.53 -0.14
H 1.59 -0.50 7.70
H -3.54 -1.71 -1.50
C 3.59 -4.20 5.97
C -1.00 -0.06 -4.72
C -0.61 0.03 -3.28
H 1.30 0.12 4.41
H -2.90 -0.67 -4.12
H -2.88 1.61 0.24
H 5.20 -1.31 -1.38
H -0.85 1.50 -0.59
C 3.25 -0.67 5.03
C -3.15 1.27 -4.95
H 3.99 -0.17 3.05
O 4.07 -2.60 3.93
C 2.68 -2.30 7.24
C -0.06 -0.09 -5.68
H 3.88 0.69 -1.95
H 5.98 -3.02 6.52
H 5.37 -1.66 7.46
H 1.21 -1.47 5.18
H 3.51 -4.79 6.88
*
```

Values from the calculation:
E	-101862.8641	eV
highest occupied orbital energy	-0.046	Ha


[3]
Molecular formula: C36H60Br16I2O2P
Method: DFT, wB97M-V/def2-TZVPD

The geometry in ORCA input format:
```
! wB97M-V def2-TZVPD RIJCOSX def2/J DEFGRID3
* xyz 1 1
Br -6.12 -2.93 11.06
H 6.43 2.11 2.50
C 6.73 3.72 1.12
C -0.20 -0.12 1.89
H 1.14 3.72 10.77
H -0.41 3.66 8.68
H 2.17 -3.26 -1.75
C 1.37 -0.70 -3.24
Br 2.20 -3.93 -9.63
C -1.09 -0.19 0.74
H 1.58 -0.53 -2.14
C 1.29 -9.48 -2.74
Br 2.45 -2.17 -6.39
P 0.76 -2.99 -1.81
Br -5.05 3.12 4.53
H -3.55 3.19 8.05
H -1.45 6.83 0.68
C 5.42 1.65 -2.80
H -2.26 4.04 -3.12
H -2.48 -3.10 -2.46
Br 5.18 1.38 0.50
C -0.15 2.82 9.31
C -4.09 -1.40 9.74
H 1.06 1.84 -2.03
C -2.11 -3.95 -3.09
H 7.55 1.70 1.19
O -2.45 2.74 -4.74
C -0.36 2.98 -3.33
C 3.86 -2.84 -7.56
H 6.16 2.19 -2.22
C -2.31 1.84 1.69
H -4.90 0.55 -4.68
H 5.22 0.69 -2.33
H -1.51 2.64 3.65
H -4.49 -0.58 10.33
H 6.87 1.14 -4.31
C -2.18 6.73 -0.12
H -0.59 -1.73 -3.49
H -4.15 -3.58 9.69
H 4.75 -2.27 -7.29
C 6.65 2.25 1.45
C 0.35 -2.06 -0.25
H -0.62 1.17 -2.05
H -3.13 -0.67 -2.56
C -1.56 6.86 -1.49
C 5.85 1.53 -4.24
H -2.21 6.51 -2.29
C -2.80 1.42 -4.94
C -3.81 0.18 -2.85
H 4.39 -2.79 -9.64
H -3.12 2.61 1.64
H 0.18 2.37 11.41
Br 3.79 2.71 -2.64
H 0.64 -0.85 2.00
H 0.85 -2.59 -4.28
H -0.30 -10.89 -2.98
O -2.23 0.82 -5.83
H 0.69 2.28 8.86
Br 3.06 -9.12 -3.47
H -3.66 -2.88 11.24
H 1.47 -9.80 -1.72
H -1.57 -3.61 -4.01
H -1.28 7.90 -1.69
H 1.35 1.13 -4.48
C 0.58 -10.55 -3.52
H -0.26 0.24 -4.37
Br -1.64 1.56 9.24
H -3.02 -4.49 -3.47
C -3.70 3.51 7.02
H 7.40 4.23 1.81
C -0.34 0.89 2.96
Br -1.91 3.86 6.33
C -0.06 -4.64 -1.72
C -1.41 1.87 2.85
C 0.64 0.59 -3.79
H -4.23 4.46 7.02
C -1.95 2.99 -3.41
C -1.27 -4.99 -2.27
Br 7.51 4.01 -0.64
H -1.84 -2.00 -0.26
I 0.98 -6.18 -0.58
H 1.16 -1.29 -0.11
H -1.08 -0.84 -1.42
H 0.75 -8.53 -2.73
C -4.31 -2.75 10.38
Br 4.75 0.24 -5.20
I -2.11 -6.98 -2.00
Br -4.91 -1.30 7.98
H -0.05 3.84 -2.67
H 2.35 -0.88 -3.75
H 4.02 -3.89 -7.31
C 0.19 1.62 -2.69
C 0.48 -2.04 -3.37
C -3.91 0.68 -4.15
Br -0.10 -9.84 -5.21
H -4.41 0.66 -2.03
H -2.97 7.47 0.02
H 0.40 -2.73 0.64
H 0.37 0.86 3.81
Br -3.05 5.00 0.10
H 0.10 3.14 -4.34
C 0.18 3.21 10.73
C 3.52 -2.63 -9.01
H 5.79 2.47 -4.79
C -4.40 2.44 6.23
Br 0.10 5.85 -1.63
H -2.39 2.32 -2.62
H -3.76 1.59 6.01
H 1.20 -11.41 -3.76
H 5.76 4.21 1.12
H 3.10 -1.64 -9.22
H -5.29 2.10 6.76
C -1.01 -1.26 -0.38
H -2.89 0.84 -0.20
H -3.03 -1.23 9.57
Br -1.12 4.49 11.41
C -2.17 0.82 0.65
*
```

Values from the calculation:
E	-1188559.0977	eV
highest occupied orbital energy	-0.383	Ha


[4]
Molecular formula: C36H60F3N8O2PrSSbSi3
Method: DFT, wB97M-V/def2-TZVPD

The geometry in ORCA input format:
```
! wB97M-V def2-TZVPD RIJCOSX def2/J DEFGRID3
* xyz 1 3
H 4.63 -0.22 -0.34
H -3.83 -0.65 0.05
Sb 2.39 -0.78 -2.91
H 1.36 2.53 -5.60
C 0.46 -3.05 -2.33
C -1.68 -2.27 -1.99
H -2.47 -2.95 6.42
H -4.51 -5.20 3.80
O -2.25 0.73 -1.05
H -3.23 2.10 -2.17
H -3.00 1.55 1.37
C 2.25 -5.52 -0.23
H -1.82 -4.92 -4.05
H -0.20 -0.45 -3.83
H -0.36 4.26 -5.02
C 2.69 3.36 -0.23
H -5.46 -0.04 0.42
H 0.77 -3.52 1.85
Si 3.20 1.70 -1.01
F 2.40 -0.60 5.34
H 3.24 -5.88 -0.47
H 4.50 -3.38 0.48
H 5.05 1.20 0.59
C 0.04 2.70 -2.05
H 4.83 1.28 -2.89
C -2.50 -1.71 2.23
C -2.90 -1.84 4.60
Pr -0.09 -0.10 0.09
S 1.26 -0.75 2.51
H 4.83 -2.72 -1.82
C 4.84 -3.15 -2.81
C -5.68 1.53 -1.74
C 3.16 0.30 4.67
C -0.07 -4.05 -3.18
N -4.52 0.83 -1.23
H -2.31 -1.52 -1.51
C 3.57 -2.88 0.71
H -2.07 -1.13 4.64
H -2.81 -4.84 3.40
H -0.30 2.72 -1.01
H -1.71 2.55 1.60
C -3.28 1.24 -1.49
H -5.94 2.37 -1.09
C 0.99 1.75 -2.46
H 1.71 3.29 0.23
C 1.88 -2.95 -2.06
H 3.63 -3.95 -5.73
Si 2.11 -3.62 -0.25
N -2.08 1.18 3.08
N -1.94 -1.30 1.30
Si 3.11 -3.82 -3.30
H -1.58 -3.51 4.97
H 3.84 2.68 -3.23
C 2.33 1.32 3.95
H 3.70 -1.82 0.51
C -0.45 3.61 -2.97
C 0.01 3.57 -4.28
H -1.12 1.04 3.40
H -2.49 1.91 3.66
N -0.38 -2.16 -1.74
C -2.26 -3.22 -2.80
C 1.58 0.78 -1.53
H 2.29 -6.25 -3.21
H -5.14 -2.85 3.40
C 0.96 2.61 -4.60
C 0.69 -0.88 -4.29
H -1.17 4.36 -2.67
H 2.01 -5.89 0.76
C 4.21 0.63 0.19
H 2.65 4.15 -0.97
H 0.26 3.76 1.92
F 3.95 0.86 5.60
H 3.63 0.28 1.03
C 2.89 -3.40 -5.16
F 3.96 -0.40 3.86
H 3.88 -6.08 -2.50
C -4.77 -0.31 -0.38
H 1.92 -3.69 -5.54
C -3.74 -4.44 3.83
H -4.26 -3.44 1.97
C -4.18 -3.21 3.03
H 5.17 2.81 -2.10
H 3.41 -2.98 1.78
C 2.38 2.65 4.29
O -3.56 -4.10 5.18
N 1.43 1.74 -3.72
C -2.55 -3.13 5.34
H 3.01 2.99 5.10
H 1.58 4.60 3.82
N -3.19 -2.15 3.21
C 4.37 2.16 -2.45
N 0.80 1.79 2.16
C 0.51 -3.45 0.80
H 3.69 -6.05 -4.23
H 0.49 -1.90 -4.59
H -3.79 -1.39 5.05
H -3.33 -3.24 -2.95
C -1.42 -4.15 -3.41
H -0.20 -4.24 0.58
H -5.22 -1.12 -0.96
H 3.39 3.68 0.54
C 1.50 0.89 2.89
H 5.59 -3.94 -2.82
C 0.85 3.07 2.52
H 1.55 -5.98 -0.92
C 3.24 -5.73 -3.30
H 0.96 -0.29 -5.16
H -6.53 0.86 -1.78
H 0.00 -2.49 0.65
H 0.61 -4.75 -3.63
C 1.60 3.55 3.58
H 5.16 -2.38 -3.51
N -2.03 1.58 1.70
H 3.03 -2.34 -5.36
H -5.49 1.91 -2.74
*
```

Values from the calculation:
E	-117546.8023	eV
highest occupied orbital energy (alpha / beta)	-0.346 / -0.345	Ha


Which of these has the highest E?
C36H59N5O7PS3


E of number 4 (C36H60F3N8O2PrSSbSi3)?
-117546.8023 eV